a:
DFT (the ωB97M-V functional and the def2-TZVPD basis) results for a 2-piece molecular cluster, C4H14NO overall.

Atoms and positions in Å:
C (0.38, -1.49, -1.45)
C (-0.65, -0.43, -0.94)
N (0.09, 0.78, -0.26)
C (1.07, 1.51, -1.05)
C (-1.81, -1.01, -0.12)
H (0.75, -1.99, -0.55)
H (-0.18, -2.19, -2.07)
H (1.21, -1.11, -2.04)
H (-1.13, 0.08, -1.76)
H (0.41, 0.54, 0.71)
H (-0.68, 1.45, -0.27)
H (1.79, 0.87, -1.60)
H (1.71, 2.21, -0.49)
H (0.51, 2.09, -1.79)
H (-1.46, -1.48, 0.79)
H (-2.59, -0.27, 0.00)
H (-2.24, -1.73, -0.81)
H (0.24, 0.22, 3.99)
H (1.37, 1.08, 3.45)
O (0.74, 0.41, 3.18)

Results
Orbital gap in eV: 12.3
E_HOMO in eV: -15.37
Net charge: +1

=====

b:
DFT (the ωB97M-V functional and the def2-TZVPD basis) results for a 2-piece molecular cluster, C4H14NO overall.

Atoms and positions in Å:
C (1.00, 1.52, -1.35)
C (0.14, 0.81, -0.35)
C (0.47, -0.67, -0.16)
C (-0.29, -1.64, -1.04)
N (0.19, 1.46, 1.06)
H (1.21, 0.81, -2.16)
H (2.03, 1.64, -0.99)
H (0.59, 2.47, -1.68)
H (-0.93, 0.92, -0.54)
H (1.52, -0.81, -0.41)
H (0.49, -0.96, 0.88)
H (-1.36, -1.49, -1.10)
H (0.15, -1.73, -2.04)
H (-0.15, -2.65, -0.65)
H (-0.55, 2.15, 1.21)
H (0.05, 0.72, 1.75)
H (1.08, 1.92, 1.28)
H (-1.56, -1.81, 2.77)
H (-2.47, -1.37, 1.55)
O (-1.61, -1.30, 1.96)

Results
Orbital gap in eV: 12.1
E_HOMO in eV: -15.43
Net charge: +1

=====

c:
DFT (the ωB97M-V functional and the def2-TZVPD basis) results for a 2-piece molecular cluster, C4H14NO overall.

Atoms and positions in Å:
C (0.69, -1.79, -1.48)
C (0.10, -1.02, -0.32)
N (0.55, 0.61, 0.21)
C (0.91, 1.61, -0.77)
C (0.12, -1.76, 0.96)
H (1.76, -1.95, -1.39)
H (0.61, -2.90, -1.41)
H (0.43, -1.74, -2.55)
H (-0.80, -0.60, -1.01)
H (1.37, 0.56, 0.90)
H (-0.26, 0.95, 0.79)
H (0.18, 2.48, -0.77)
H (1.13, 1.27, -1.82)
H (1.89, 1.97, -0.56)
H (1.26, -1.82, 1.26)
H (-0.26, -1.13, 1.73)
H (-0.48, -2.72, 0.96)
H (-2.74, 2.59, 1.24)
H (-2.41, 1.03, 1.47)
O (-2.06, 1.93, 1.16)

Results
Orbital gap in eV: 12.4
E_HOMO in eV: -15.39
Net charge: +1

=====

Relative stability in kJ/mol, measured from the most stable structure: a 11.7; b 0.0; c 236.1

=====

a:
DFT (the ωB97M-V functional and the def2-TZVPD basis) results for a single C5H9B molecule.

Atoms and positions in Å:
C (-1.31, 1.59, -0.72)
B (-0.29, 0.52, -0.31)
C (0.96, -0.02, -1.08)
C (1.59, -0.88, -0.29)
C (1.12, -1.00, 1.10)
C (-0.24, -0.24, 1.15)
H (-1.57, 1.49, -1.70)
H (-0.75, 2.41, -0.35)
H (-2.19, 1.37, -0.09)
H (1.16, -0.15, -2.19)
H (2.57, -1.31, -0.63)
H (0.77, -1.98, 1.29)
H (1.81, -0.56, 1.82)
H (-0.26, 0.54, 2.05)
H (-1.02, -0.82, 1.38)

Results
Orbital gap in eV: 10.5
E_HOMO in eV: -9.73

=====

b:
DFT (the ωB97M-V functional and the def2-TZVPD basis) results for a 2-piece molecular cluster, C5H9B overall.

Atoms and positions in Å:
B (0.40, 0.02, 0.48)
C (-2.42, -0.37, -1.22)
C (-1.54, -0.80, -2.08)
C (-1.25, -1.18, -0.63)
C (1.49, -0.77, 1.24)
C (0.05, 1.56, 0.20)
H (-3.14, 0.31, -1.09)
H (-1.42, -0.82, -3.15)
H (-1.55, -2.27, -0.31)
H (1.92, -0.24, 2.03)
H (2.45, -0.96, 0.66)
H (1.04, -1.71, 1.49)
H (-0.44, 1.81, 1.09)
H (-0.66, 1.49, -0.64)
H (0.88, 2.21, -0.01)

Results
Orbital gap in eV: 8.1
E_HOMO in eV: -7.45

=====

Relative stability in kJ/mol, measured from the most stable structure: a 0.0; b 407.3